{
  "formula": "C27H28N6ORuS",
  "method": "ωB97M-V/def2-TZVPD",
  "e_lumo_ev": [-9.67, -10.23],
  "de_lowest_ev": 0.1637,
  "orbital_gap_ev": [7.1, 6.6],
  "multiplicity": 2,
  "charge": 3,
  "species": ["Ru", "C", "N", "C", "C", "N", "C", "C", "C", "C", "C", "C", "N", "C", "N", "C", "C", "C", "C", "C", "C", "N", "H", "H", "H", "H", "H", "H", "H", "H", "H", "H", "H", "H", "H", "H", "H", "N", "C", "C", "C", "C", "C", "C", "C", "H", "H", "H", "H", "H", "O", "S", "C", "C", "C", "C", "H", "H", "H", "H", "H", "H", "H", "H"],
  "positions_angstrom": [[1.1153, 0.2889, -0.5722], [3.7553, 0.3740, 0.8143], [3.2250, 0.4035, -0.5805], [3.6820, 1.5842, -1.3732], [2.5316, 2.5350, -1.4983], [1.2728, 2.1877, -1.1653], [0.4757, 3.3290, -1.3830], [-0.8827, 3.5646, -1.2028], [-1.3501, 4.8209, -1.5356], [-0.5041, 5.8218, -2.0357], [0.8461, 5.5990, -2.2173], [1.3036, 4.3351, -1.8770], [2.5899, 3.7831, -1.9282], [2.6631, -0.0903, 1.7167], [1.3814, 0.0052, 1.3438], [0.6018, -0.4474, 2.4215], [-0.7728, -0.5606, 2.6062], [-1.2037, -1.0358, 3.8296], [-0.3066, -1.3854, 4.8508], [1.0581, -1.2685, 4.6807], [1.4821, -0.7952, 3.4469], [2.7690, -0.5555, 2.9519], [4.6542, -0.2382, 0.8847], [4.0188, 1.3916, 1.1121], [3.5137, -0.4485, -1.0563], [4.5213, 2.0786, -0.8813], [4.0319, 1.2556, -2.3527], [-1.5502, 2.8110, -0.8158], [-2.4006, 5.0431, -1.4081], [-0.9196, 6.7888, -2.2825], [1.5036, 6.3663, -2.6024], [3.4208, 4.2595, -2.2527], [-1.4776, -0.2771, 1.8406], [-2.2651, -1.1315, 4.0134], [-0.6948, -1.7451, 5.7936], [1.7542, -1.5238, 5.4682], [3.6301, -0.6692, 3.4695], [-0.9433, 0.2320, -0.6373], [-2.0932, 0.2242, -0.6763], [-3.5132, 0.2149, -0.7134], [-4.1672, -0.4925, -1.7296], [-5.5480, -0.4882, -1.7595], [-6.2622, 0.2106, -0.7915], [-5.6071, 0.9149, 0.2136], [-4.2266, 0.9247, 0.2607], [-3.5988, -1.0244, -2.4807], [-6.0722, -1.0246, -2.5380], [-7.3436, 0.2093, -0.8230], [-6.1764, 1.4571, 0.9555], [-3.7051, 1.4760, 1.0329], [1.3537, -1.6751, -0.9360], [0.1765, -2.7297, -1.0714], [0.9281, -4.0021, -2.1301], [0.8902, -5.2996, -1.3263], [1.2040, -4.9117, 0.1147], [0.2751, -3.7437, 0.4293], [1.9473, -3.6438, -2.2860], [0.3986, -4.0247, -3.0799], [1.6054, -6.0095, -1.7391], [-0.0975, -5.7593, -1.3919], [2.2473, -4.6062, 0.2134], [1.0301, -5.7320, 0.8092], [0.5764, -3.0831, 1.2432], [-0.7516, -4.0682, 0.6140]],
  "atomic_forces_ev_per_a": [[-0.4, -0.1, -0.2], [-0.1, 0.1, 0.0], [-0.1, -0.1, -0.1], [-0.1, 0.0, 0.1], [-0.1, 0.0, 0.0], [0.4, 0.1, 0.3], [-0.1, 0.0, -0.1], [0.0, 0.0, 0.0], [0.0, 0.0, 0.0], [0.0, 0.0, 0.0], [0.0, 0.0, 0.0], [0.0, 0.0, 0.0], [0.0, 0.0, 0.0], [0.0, 0.1, 0.0], [0.3, 0.0, -0.2], [-0.1, 0.0, 0.1], [0.0, 0.0, 0.0], [0.0, 0.0, 0.0], [0.0, 0.0, 0.0], [0.0, 0.0, 0.0], [0.0, 0.0, 0.0], [0.0, 0.0, 0.0], [0.0, 0.0, 0.0], [0.0, 0.0, 0.0], [0.1, 0.0, 0.0], [0.1, 0.0, 0.0], [-0.1, 0.0, 0.0], [0.0, 0.0, 0.0], [0.0, 0.0, 0.0], [0.0, 0.0, 0.0], [0.0, 0.0, 0.0], [0.0, 0.0, 0.0], [0.0, 0.0, 0.0], [0.0, 0.0, 0.0], [0.0, 0.0, 0.0], [0.0, 0.0, 0.0], [0.0, 0.0, 0.0], [0.1, 0.0, 0.1], [0.0, -0.1, -0.1], [0.0, 0.0, 0.0], [0.0, 0.0, 0.0], [0.0, 0.0, 0.0], [0.0, 0.0, 0.0], [0.0, 0.0, 0.0], [0.0, 0.0, 0.0], [0.0, 0.0, 0.0], [0.0, 0.0, 0.0], [0.0, 0.0, 0.0], [0.0, 0.0, 0.0], [0.0, 0.0, 0.0], [0.0, 0.0, 0.1], [0.0, 0.0, 0.0], [0.0, 0.0, 0.0], [0.0, 0.0, 0.0], [0.0, 0.0, 0.0], [0.0, 0.0, 0.0], [0.0, 0.0, 0.0], [0.0, 0.0, 0.0], [0.0, 0.0, 0.0], [0.0, 0.0, 0.0], [0.0, 0.0, 0.0], [0.0, 0.0, 0.0], [0.0, 0.0, 0.0], [0.0, 0.0, 0.0]]
}